DFT (the ωB97M-V functional and the def2-TZVPD basis) results for C8H5I3O as an isolated structure in a non-equilibrium geometry.

Cartesian coordinates (Å):
C (-1.0131, -0.0450, 0.4475)
C (-0.6364, 1.0386, -0.3029)
C (-0.0427, -1.0259, 0.6711)
C (0.6851, 1.1606, -0.8430)
C (1.1349, -1.0493, 0.0278)
C (1.5846, 0.0419, -0.7828)
C (2.9073, 0.2270, -1.2978)
C (4.1071, 0.0334, -0.0833)
O (3.3254, 0.5485, -2.3604)
I (4.7488, -2.0838, -0.3621)
I (5.7166, 1.3055, -0.6377)
I (3.6193, 0.4437, 1.9987)
H (-1.9085, -0.1689, 0.9213)
H (-1.3984, 1.7505, -0.2750)
H (-0.2797, -1.8687, 1.3501)
H (0.7894, 2.1537, -1.3110)
H (1.6547, -1.9595, 0.2884)

Cartesian forces, eV/Å:
3.4 -0.7 -0.6
1.4 -1.2 0.5
-2.3 -0.8 0.8
-1.6 -0.6 -0.1
1.7 0.4 -0.6
-3.4 1.1 1.1
3.0 -0.2 1.7
-0.5 -0.4 -1.0
-0.7 0.0 -0.2
-0.3 0.8 0.2
0.2 0.0 0.0
-0.1 -0.2 -0.8
-2.4 0.2 1.0
-0.5 1.9 -0.8
0.1 0.6 -0.5
1.0 -0.9 0.0
1.0 0.3 -0.7

The net charge is 0.

***

DFT (the ωB97M-V functional and the def2-TZVPD basis) results for a 5-piece molecular cluster, C22H38N4O8 overall in a non-equilibrium geometry.

Cartesian coordinates (Å):
C (2.2498, -3.8352, 1.8231)
C (1.2306, -2.6449, 1.4517)
C (-0.0356, -2.8135, 2.2456)
C (0.0437, -2.4301, 3.7708)
C (0.5408, -0.9972, 3.8840)
C (1.9504, -0.7318, 3.2372)
N (2.0154, -1.3643, 1.8722)
O (2.9853, -1.0280, 1.1695)
C (3.0829, -1.3090, 4.0436)
C (2.0169, 0.9053, 3.1155)
C (1.0131, -2.7321, -0.0375)
H (3.3047, -3.7484, 1.6182)
H (1.8289, -4.8019, 1.4282)
H (2.3701, -3.9168, 2.9545)
H (-0.5721, -3.7138, 1.9902)
H (-0.5586, -2.2328, 1.8331)
H (0.6937, -3.1342, 4.4358)
H (-1.0630, -2.5049, 4.2480)
H (0.4762, -0.6316, 4.8154)
H (-0.0565, -0.4780, 3.3427)
H (2.8995, -0.9190, 5.1696)
H (4.0783, -1.1205, 3.7796)
H (3.2439, -2.3412, 4.0917)
H (2.9526, 1.0054, 2.6442)
H (2.0926, 1.2629, 4.2041)
H (1.2234, 1.4166, 2.5733)
H (0.5131, -3.6160, -0.4396)
H (1.8608, -3.0115, -0.4487)
H (1.0254, -1.7332, -0.4050)
C (-1.3750, -0.2123, -0.2419)
O (-0.7714, 0.3201, 0.6310)
O (-1.7875, 0.5384, -1.3349)
O (-2.0664, -1.2676, -0.0204)
H (-1.3928, 1.5183, -1.4229)
C (2.3494, 0.2360, -3.5549)
C (3.5939, 1.0351, -3.9450)
C (4.1161, 2.0516, -2.9697)
C (3.2018, 2.3566, -1.7408)
C (2.0117, 1.5495, -1.3769)
C (1.5910, 0.4877, -2.4511)
N (3.4874, 3.6011, -0.9220)
O (3.3392, 3.3297, 0.3355)
O (4.2085, 4.5352, -1.2841)
H (1.9246, -0.4903, -4.3069)
H (4.2331, 1.0439, -4.8288)
H (4.8202, 2.6624, -3.0670)
H (1.3816, 1.8537, -0.7072)
H (0.7760, -0.1609, -2.0932)
C (-0.5593, 3.8663, -1.6734)
O (0.5093, 4.0697, -2.4142)
N (-0.7511, 4.1239, -0.4448)
C (-2.0398, 3.8520, 0.2465)
C (0.2744, 4.4564, 0.3944)
H (-1.4782, 3.8432, -2.3160)
H (-1.9764, 3.1627, 1.0751)
H (-2.7475, 3.2073, -0.4270)
H (-2.4729, 4.8495, 0.5481)
H (0.9789, 4.6849, -0.2818)
H (0.6114, 3.6177, 0.8829)
H (-0.0439, 5.2103, 1.2218)
C (-6.7596, -2.6531, -2.7993)
O (-7.0960, -3.0555, -1.7586)
N (-5.6697, -1.9317, -2.9398)
C (-5.5305, -1.1571, -4.1771)
C (-4.7622, -1.6717, -1.9046)
H (-7.5010, -2.8697, -3.8035)
H (-5.8598, -1.5312, -5.3162)
H (-4.4844, -0.8169, -4.4560)
H (-6.2053, -0.3125, -4.0625)
H (-4.0941, -2.3330, -1.8241)
H (-5.2253, -1.4195, -0.7379)
H (-4.1646, -0.9802, -2.1420)

Cartesian forces, eV/Å:
-0.5 -0.3 2.4
1.7 -2.5 0.8
6.8 -6.3 6.5
-1.2 -1.8 1.3
4.0 -4.9 -1.2
-2.5 1.7 0.6
3.3 0.2 -2.4
-3.8 -1.0 2.1
-0.6 1.6 3.5
0.5 -2.1 1.9
-1.1 1.1 1.3
0.2 0.5 -1.3
0.4 1.1 0.4
-0.9 -0.2 -1.2
0.6 -0.9 0.3
-8.2 9.0 -5.4
-1.1 1.0 -1.4
2.6 0.2 -1.2
0.4 1.2 3.5
-4.2 3.7 -3.6
0.6 -0.9 -2.6
1.4 1.8 -0.8
-1.2 -2.0 0.2
1.2 1.0 -0.6
-0.2 -0.5 -1.7
-0.2 -0.6 0.0
-1.7 0.9 0.6
5.1 -1.2 -1.6
-1.8 0.7 -0.9
-6.1 -2.4 0.4
4.9 2.9 2.9
1.1 2.6 -1.8
1.4 0.3 -2.1
-0.8 -3.6 0.9
1.9 1.1 -2.5
-0.3 2.3 4.8
-11.3 -6.6 1.9
-1.5 -2.1 -2.3
6.2 -1.3 -8.9
1.7 2.1 4.2
3.0 -2.0 3.6
-0.6 1.4 -3.0
-2.1 -1.5 -0.4
0.8 0.8 0.9
-0.7 -0.9 -0.1
6.1 4.8 -1.4
-3.4 1.4 4.1
0.1 0.5 -0.8
2.4 2.1 -8.0
-3.0 -1.2 3.6
-4.2 -1.4 3.0
-1.6 -0.3 -2.1
-1.0 2.0 3.4
0.2 -1.0 0.8
0.8 0.1 0.5
1.1 1.8 0.8
0.2 -1.2 -0.3
3.4 2.0 -1.5
0.9 -2.1 1.6
0.7 -0.9 -1.8
-2.0 -0.1 -4.0
-1.7 -2.2 3.9
0.5 0.6 -4.0
0.0 0.6 -3.3
-8.1 0.9 5.3
2.2 0.9 2.0
0.5 -0.3 3.4
-1.1 -0.4 1.2
0.4 0.6 -0.2
4.6 -6.3 1.3
1.1 -0.8 -3.7
3.9 6.5 -1.8

The net charge is 0.

***

DFT (the ωB97M-V functional and the def2-TZVPD basis) results for one molecule with the formula C4H12N2 in a non-equilibrium geometry.

Cartesian coordinates (Å):
C (2.0812, 0.5863, 0.9412)
C (0.5606, 0.4664, 1.1231)
C (-0.0810, -0.1471, -0.1396)
N (-0.0575, -1.6432, -0.2321)
C (-1.5311, 0.2833, -0.2287)
N (-2.3030, -0.0220, -1.4676)
H (2.6317, 0.7533, 1.8650)
H (2.2580, 1.4218, 0.2646)
H (2.4928, -0.2795, 0.4146)
H (0.1437, 0.0078, 2.0214)
H (0.2120, 1.5013, 1.2135)
H (0.4929, 0.3269, -0.9507)
H (-0.0660, -1.7928, -1.2458)
H (0.8966, -1.9174, 0.0370)
H (-1.5485, 1.3779, -0.2148)
H (-2.1029, -0.2655, 0.5216)
H (-1.8475, 0.3723, -2.2880)
H (-2.2318, -1.0298, -1.6347)

Cartesian forces, eV/Å:
-0.2 -0.4 0.0
-0.3 0.2 -0.4
-0.2 0.2 0.3
1.2 1.1 -0.3
-0.7 0.2 -1.4
0.9 -0.9 -0.2
0.0 0.0 0.0
0.1 0.1 0.1
0.1 -0.1 0.3
0.6 -0.5 0.1
-0.2 -0.1 -0.2
-0.2 -0.2 -0.3
-0.1 -0.4 0.4
-0.5 -0.2 0.0
-0.3 -0.1 0.9
0.2 0.7 0.6
0.0 0.3 0.1
-0.3 0.2 0.1

The net charge is 0. The structure (SMILES) is CC[C@@H](N)CN.

***

DFT (the ωB97M-V functional and the def2-TZVPD basis) results for an isolated ion of composition H2N3O2 and charge -1 in a non-equilibrium geometry.

Cartesian coordinates (Å):
N (0.0369, 0.4963, 0.2487)
N (-1.2568, 0.9608, 0.2124)
N (-2.1635, 0.0183, 0.1065)
O (-1.8043, -1.2342, 0.1794)
O (-3.3323, 0.3358, -0.2428)
H (0.3262, 0.3695, -0.7847)
H (-0.0582, -0.4810, 0.7491)

Cartesian forces, eV/Å:
1.1 -2.5 0.2
-2.3 0.8 -0.2
1.3 -0.9 -1.5
-0.8 1.2 0.3
0.4 -0.2 1.0
-0.4 -0.4 2.0
0.7 1.8 -1.8

The net charge is -1. The structure (SMILES) is NN=[N+]([O-])[O-].

***

DFT (the ωB97M-V functional and the def2-TZVPD basis) results for an isolated ion of composition C5H12NOS and charge -1 in a non-equilibrium geometry.

Cartesian coordinates (Å):
C (0.2224, 1.3287, -1.6686)
C (0.1019, 2.0645, 0.6160)
C (1.0672, -0.3247, 0.0437)
C (-3.4320, -0.2493, 1.8112)
C (-0.0131, 0.7277, -0.2734)
N (-1.3033, 0.0689, -0.1779)
O (-2.0895, -2.1688, 0.8602)
S (-1.6580, -0.7877, 1.2116)
H (0.4119, 0.3674, -2.3309)
H (-0.6626, 1.8273, -2.2102)
H (1.0729, 2.0044, -1.5380)
H (1.1852, 2.3310, 0.5796)
H (-0.1117, 1.9272, 1.6504)
H (-0.6328, 2.7994, 0.2676)
H (2.0601, -0.0079, -0.0422)
H (0.7523, -0.7343, 1.0618)
H (0.9551, -1.2846, -0.5701)
H (-3.7201, -0.7720, 2.7323)
H (-4.2053, -0.4027, 1.0996)
H (-3.2667, 0.8473, 2.0077)

Cartesian forces, eV/Å:
-1.0 -2.5 -2.0
1.0 -1.5 -0.4
-2.3 -2.1 0.8
2.1 2.0 0.7
-0.9 0.9 1.0
-1.5 -0.6 1.3
0.5 -1.0 -0.3
-1.1 1.3 -1.4
0.2 2.1 0.8
1.1 -0.5 1.4
0.0 -0.2 -0.8
-0.8 0.6 -0.2
-0.3 -0.5 1.0
0.6 0.0 -0.3
1.7 0.6 0.3
1.2 0.8 -0.9
-0.1 1.6 0.3
0.5 0.0 -0.1
-0.3 -0.2 -1.1
-0.6 -0.9 0.0

The net charge is -1.

***

DFT (the ωB97M-V functional and the def2-TZVPD basis) results for one molecule with the formula C24H30N2O3.

Cartesian coordinates (Å):
C (4.6090, -0.5210, 2.5436)
O (3.4809, -0.0422, 3.2614)
C (2.5612, 0.6219, 2.5520)
O (2.6811, 0.8413, 1.3719)
C (1.3992, 1.0144, 3.4251)
C (0.9325, 2.4631, 3.2467)
C (0.4818, 2.7683, 1.8196)
C (-0.6705, 1.8738, 1.3871)
O (-1.4351, 1.3363, 2.1611)
N (-0.7698, 1.7415, 0.0448)
C (-1.8274, 1.0009, -0.5955)
C (-1.3917, -0.1637, -1.5267)
N (-0.8794, -1.2532, -0.7065)
C (-1.1211, -2.6052, -1.1612)
C (0.5083, -1.1011, -0.2968)
C (0.7810, -1.8563, 0.9761)
C (1.9419, -2.6005, 1.1303)
C (2.2069, -3.2551, 2.3215)
C (1.3057, -3.1800, 3.3685)
C (0.1379, -2.4504, 3.2175)
C (-0.1224, -1.7900, 2.0303)
C (-0.4287, 0.3563, -2.6311)
C (-1.3558, 0.9967, -3.6175)
C (-1.0865, 1.9383, -4.5883)
C (-2.1296, 2.3868, -5.3887)
C (-3.4122, 1.8967, -5.2163)
C (-3.6827, 0.9466, -4.2394)
C (-2.6481, 0.5051, -3.4419)
C (-2.6631, -0.5118, -2.3396)
H (4.2846, -1.1725, 1.7305)
H (5.1746, 0.3143, 2.1250)
H (5.2140, -1.0715, 3.2589)
H (1.6782, 0.8306, 4.4627)
H (0.5686, 0.3511, 3.1710)
H (1.7359, 3.1491, 3.5240)
H (0.0914, 2.6234, 3.9230)
H (0.1398, 3.8054, 1.7626)
H (1.3183, 2.6419, 1.1329)
H (-0.1383, 2.2602, -0.5442)
H (-2.4394, 1.6956, -1.1831)
H (-2.4322, 0.5828, 0.2123)
H (-0.6415, -3.2819, -0.4553)
H (-2.1877, -2.8217, -1.1521)
H (-0.7135, -2.8149, -2.1635)
H (1.2082, -1.4426, -1.0796)
H (0.7155, -0.0483, -0.1027)
H (2.6450, -2.6672, 0.3102)
H (3.1172, -3.8279, 2.4305)
H (1.5118, -3.6905, 4.2978)
H (-0.5700, -2.3897, 4.0313)
H (-1.0265, -1.2138, 1.9076)
H (0.3413, 1.0320, -2.2620)
H (0.0747, -0.4952, -3.0999)
H (-0.0862, 2.3234, -4.7248)
H (-1.9372, 3.1272, -6.1512)
H (-4.2122, 2.2582, -5.8454)
H (-4.6852, 0.5675, -4.1051)
H (-3.5643, -0.4811, -1.7286)
H (-2.5879, -1.5014, -2.7914)

Cartesian forces, eV/Å:
0.2 0.0 -0.3
0.0 0.0 0.3
-0.1 0.0 0.3
0.1 0.0 -0.2
0.0 0.2 0.0
0.0 -0.2 -0.2
0.0 0.0 0.3
0.5 0.5 -0.2
-0.2 -0.2 0.4
0.0 0.0 -0.5
-0.3 -0.1 -0.2
0.0 0.3 0.2
0.0 -0.1 0.1
-0.1 0.0 0.0
0.0 0.1 0.0
0.1 0.0 0.0
0.0 0.0 0.0
0.1 -0.1 0.0
0.0 -0.1 0.1
0.0 0.0 0.0
0.0 -0.1 -0.1
-0.1 -0.2 0.1
-0.2 0.0 0.0
0.0 0.0 0.0
0.1 0.1 -0.1
-0.1 0.0 -0.1
0.0 0.0 0.0
0.2 0.1 0.0
0.1 -0.1 0.1
0.1 0.0 0.1
0.0 -0.1 0.0
0.0 0.0 0.0
-0.1 0.0 0.0
0.1 0.0 0.1
-0.1 0.0 0.0
0.1 0.0 0.0
0.0 0.0 0.0
-0.1 0.1 0.0
0.0 0.0 0.2
0.0 0.0 0.1
0.0 0.0 -0.2
0.0 -0.1 0.0
0.0 -0.1 -0.1
0.0 0.0 0.0
0.0 0.0 0.0
0.1 -0.1 -0.1
0.0 0.0 -0.1
0.1 -0.1 0.0
0.0 0.0 0.1
-0.1 0.0 0.1
-0.1 0.1 0.0
0.1 0.0 0.0
0.1 0.0 0.0
0.1 0.0 0.0
0.0 0.1 -0.1
-0.1 0.0 -0.1
-0.1 0.0 0.0
-0.1 -0.1 0.1
0.0 -0.1 0.1

The net charge is 0. The structure (SMILES) is COC(=O)CCCC(=O)NCC1(N(C)Cc2ccccc2)Cc2ccccc2C1.

***

DFT (the ωB97M-V functional and the def2-TZVPD basis) results for C40H35Br2LuN19O2SSi as an isolated structure in a non-equilibrium geometry.

Cartesian coordinates (Å):
Lu (-1.5417, -0.8561, 0.3592)
C (-1.8043, 2.5423, 5.0378)
N (-1.4785, 1.3435, 4.2457)
C (-1.0702, 1.2362, 2.9769)
N (-0.9619, -0.0799, 2.6067)
C (-1.2502, -0.7055, 3.7618)
N (-1.6034, 0.0612, 4.7797)
C (-0.9623, 3.7412, 4.5850)
C (-1.6362, 4.9588, 4.3488)
C (-0.9202, 6.0865, 4.0353)
C (0.4621, 6.0356, 3.9471)
C (1.1273, 4.7849, 4.0185)
C (0.4173, 3.6315, 4.3579)
C (2.5590, 4.6652, 3.8195)
N (3.4454, 5.5510, 3.5024)
N (4.6273, 4.7937, 3.1344)
C (4.3366, 3.5576, 3.2848)
O (3.0131, 3.3633, 3.7417)
C (5.0028, 2.3422, 2.8836)
C (6.2978, 2.3277, 2.4376)
C (6.8755, 1.0964, 2.0829)
C (6.1397, -0.1049, 2.0959)
C (4.7632, -0.0214, 2.3932)
C (4.0049, -1.3410, 2.2889)
N (2.7970, -1.1974, 1.4089)
C (1.5233, -1.5782, 1.5805)
N (0.8177, -1.2864, 0.4927)
C (1.7341, -0.7413, -0.3543)
N (2.9706, -0.6823, 0.1084)
C (4.2314, 1.1756, 2.8167)
H (-1.6448, 2.2495, 6.0924)
H (-2.8942, 2.7479, 4.9413)
H (-0.8784, 2.0848, 2.3051)
H (-1.1557, -1.7735, 3.8814)
H (-2.6908, 5.0060, 4.5214)
H (-1.3873, 7.0902, 3.9888)
H (1.1004, 6.9154, 3.8518)
H (0.9530, 2.6745, 4.3507)
H (6.8797, 3.2312, 2.3453)
H (7.9544, 1.0982, 1.8319)
H (6.6503, -1.0251, 1.8273)
H (3.5987, -1.6765, 3.2529)
H (4.6403, -2.0809, 1.8018)
H (1.1404, -2.0777, 2.4710)
H (1.4219, -0.2832, -1.2834)
H (3.1646, 1.2083, 3.0639)
C (1.2207, -6.2540, -4.5424)
Si (1.7426, -4.4873, -4.2326)
C (2.9944, -3.9082, -5.4506)
C (2.3786, -4.2502, -2.4659)
C (0.2942, -3.2577, -4.4024)
C (0.1900, -2.7640, -5.7194)
C (-0.1818, -1.4351, -5.9075)
C (-0.4367, -0.6543, -4.7915)
N (-0.4370, -1.1543, -3.5658)
C (-0.2727, -2.4655, -3.3244)
S (-0.9130, -3.1653, -1.8472)
H (2.0469, -6.8879, -4.1600)
H (1.0507, -6.4953, -5.6008)
H (0.3622, -6.5648, -3.9401)
H (3.8225, -4.6152, -5.5281)
H (3.4474, -2.9317, -5.1758)
H (2.6177, -3.8009, -6.4988)
H (2.7869, -5.2199, -2.0995)
H (1.5021, -3.9935, -1.8526)
H (3.1714, -3.4626, -2.3385)
H (0.4255, -3.4687, -6.5148)
H (-0.2594, -0.9519, -6.9023)
H (-0.7458, 0.3835, -4.8610)
N (-4.7607, -2.0511, 1.4977)
C (-3.7557, -3.0053, 1.5508)
N (-3.9239, -4.2931, 1.8189)
N (-2.6259, -4.7427, 1.8675)
N (-1.8160, -3.7961, 1.6469)
N (-2.4851, -2.6672, 1.3198)
C (-4.6123, -0.6798, 1.3557)
N (-5.5873, 0.2360, 1.6013)
N (-4.9703, 1.4258, 1.3081)
N (-3.7920, 1.2359, 0.8769)
N (-3.4682, -0.0611, 0.9295)
H (-5.6757, -2.4001, 1.8445)
C (-4.2744, -2.0280, -2.3865)
C (-3.8871, -0.5978, -2.5562)
C (-4.6926, 0.2335, -3.3535)
C (-4.3503, 1.5176, -3.6159)
C (-3.1411, 2.0452, -3.0413)
C (-2.6501, 3.3696, -3.2525)
Br (-3.5330, 4.6960, -4.2412)
C (-1.4372, 3.7636, -2.6645)
C (-0.7577, 2.9033, -1.8000)
Br (0.9806, 3.3541, -1.3183)
C (-1.3109, 1.6728, -1.3587)
O (-0.8897, 1.0286, -0.3080)
C (-2.4594, 1.1757, -2.1366)
N (-2.8362, -0.1166, -1.9013)
H (-5.1115, -2.2506, -3.0681)
H (-4.6261, -2.3183, -1.3922)
H (-3.4208, -2.6597, -2.7023)
H (-5.6747, -0.1535, -3.6442)
H (-5.0194, 2.1543, -4.2321)
H (-1.0122, 4.7250, -2.9439)

Cartesian forces, eV/Å:
1.3 -1.3 -2.3
-0.1 -0.2 -0.1
0.3 -1.4 -0.5
-0.3 -0.6 -0.9
0.1 2.4 0.9
-0.5 -0.2 1.0
0.5 0.9 -0.7
-0.7 -0.2 -0.2
0.8 -1.2 0.6
0.6 1.7 0.3
1.0 -0.9 -0.1
-1.0 0.8 0.8
-0.5 0.3 -0.3
0.9 -0.7 -0.8
0.7 -1.3 -0.1
-0.9 0.6 0.6
-2.2 0.3 0.3
1.4 1.6 -0.4
-0.6 -0.6 -0.2
1.0 -1.0 -0.3
0.4 -0.1 0.2
0.1 1.8 0.0
1.3 -1.3 -0.1
-1.6 0.7 -0.7
0.9 0.0 -0.9
0.3 0.1 -0.3
0.7 0.0 0.8
0.3 0.4 0.1
-1.2 -0.4 1.5
-0.7 -0.2 0.1
0.2 0.2 -0.5
0.8 -0.1 -0.1
-0.3 -0.6 0.4
-0.3 -0.1 -0.1
-0.5 0.0 -0.1
0.1 -0.9 -0.1
-0.4 -0.1 -0.3
-0.5 0.4 0.4
0.0 0.1 0.2
-0.8 -0.1 0.0
-0.3 0.0 0.0
0.4 -0.1 -0.2
0.0 -0.1 0.4
0.2 0.3 -0.3
0.2 -0.3 -0.1
0.5 0.0 -0.1
0.7 -0.7 0.3
-1.7 0.7 1.2
0.9 0.5 -1.4
0.7 -0.3 0.1
0.4 -0.2 -0.1
-0.1 0.3 1.5
-0.5 0.6 -1.4
0.2 -0.7 0.1
-0.8 0.2 1.0
0.2 0.0 -1.1
0.6 0.6 0.0
-0.2 0.1 -0.4
0.0 0.1 0.3
-0.1 0.3 -0.2
0.1 -0.1 0.1
-0.4 -0.5 0.0
0.1 -0.1 0.9
-0.1 0.6 -0.1
0.3 -0.1 0.0
-0.8 -0.7 -0.3
0.2 0.5 -0.2
0.0 -0.6 0.6
0.4 0.2 -0.2
-1.6 -0.7 0.4
-0.5 0.6 -0.6
0.6 0.8 0.1
-0.8 -0.2 0.6
1.4 -0.3 -0.9
-0.5 -0.4 1.3
-0.2 1.2 0.2
1.8 -1.0 -0.3
-1.1 -0.6 -0.2
0.8 1.0 0.4
-2.6 -1.0 0.8
1.1 0.7 -0.5
-0.1 -0.7 -0.8
0.6 0.2 1.2
-0.8 0.0 -0.1
0.3 1.0 -0.1
-0.5 -0.1 -0.2
1.7 -0.3 1.2
-0.5 0.0 -0.4
-1.3 -0.6 -1.0
-1.0 -1.2 0.0
0.6 0.2 0.6
-0.6 0.9 -0.6
0.5 0.4 -0.8
0.5 0.7 0.4
-0.3 0.2 -0.1
0.3 0.1 0.2
0.4 0.2 0.1
-0.4 0.2 0.5
0.5 0.1 -0.3
0.7 -0.4 0.5
0.0 -0.2 0.2

The net charge is -1.

***

E_tot across the listed records, respectively: -1276.10161, -1681.35717, -269.09447, -315.84518, -725.83386, -1267.81036, -9807.62025 Eh.
Energy relative to the best compared isomer or geometry (same formula, charge and spin) across the listed records, respectively: 0.0000, 1.8060, 0.5953, 1.7357, 3.2849, 1.5230, 0.7546 eV.
Highest occupied orbital energy across the listed records, respectively: -9.1, -7.8, -9.3, -3.5, -3.0, -8.2, -4.5 eV.